1.
21
Properties=species:S:1:pos:R:3:mulliken_charge:R:1 method="wB97M-V/def2-TZVPD" e_homo_ev=-9.533 max_force_ev_per_a=9.8 e_lumo_ev=0.739 total_energy_ev=-11434.338
C -2.09243 -0.63484 -0.79677 -0.908
C -0.96089 -0.84100 0.16516 0.581
C 0.32354 -0.43731 -0.40869 -0.535
C 1.34617 0.07259 0.52654 0.424
C 2.53962 -0.41074 0.09358 -1.385
C 0.18946 2.14181 -0.07222 0.164
H -2.83793 -1.70308 -0.84753 0.244
H -2.71129 0.56052 -0.40265 0.165
H -1.38706 -0.18394 -2.19317 0.227
H -0.98698 -1.89261 -0.09160 0.320
H -2.28710 -0.56009 1.53970 0.425
H -1.69185 0.68366 1.01807 0.210
H 1.06861 -1.02561 -1.22817 0.169
H 1.23408 0.36485 1.68654 0.395
H 2.94072 -0.98306 -0.97888 0.240
H 2.38809 -1.40919 0.74248 0.294
H 3.41294 0.15710 0.31645 0.302
H 1.07692 3.05318 0.10601 0.249
N -1.30884 -0.13575 1.41213 -0.742
N 0.82934 0.97396 -0.57900 -0.276
O -1.08512 2.20952 -0.00795 -0.563


2.
10
Properties=species:S:1:pos:R:3:mulliken_charge:R:1 method="wB97M-V/def2-TZVPD" e_homo_ev=-8.407 smiles=Oc1c[nH]cn1 max_force_ev_per_a=0.3 e_lumo_ev=0.921 total_energy_ev=-8203.375
O -0.56850 1.48478 1.58988 -0.517
C -0.29615 0.59486 0.60479 0.523
C 0.79751 -0.22106 0.57575 -0.494
N 0.63174 -0.97173 -0.57084 -0.034
C -0.51641 -0.56151 -1.16037 -0.199
N -1.11108 0.38749 -0.47028 -0.603
H -0.96726 2.26299 1.19093 0.352
H 1.63188 -0.32252 1.24967 0.397
H 1.27588 -1.65939 -0.92471 0.182
H -0.87762 -0.99391 -2.08483 0.394


3.
47
Properties=species:S:1:pos:R:3:mulliken_spin:R:1 method="wB97M-V/def2-TZVPD" spin_multiplicity=3 e_homo_ev="-15.698 / -16.203" total_charge=+2 max_force_ev_per_a=9.6 e_lumo_ev="-8.966 / -8.848" total_energy_ev=-37874.190
W 0.45199 0.51773 0.19855 0.790
H 0.22957 0.73048 -1.47389 0.002
H 0.41516 -0.55897 -1.11575 -0.007
P -1.88896 0.71279 -0.54964 -0.039
P 1.59088 -1.48830 0.80072 0.006
C 2.55825 -1.16370 2.31467 0.012
H 3.17390 -2.04969 2.52803 0.001
H 3.21365 -0.29475 2.18938 -0.009
H 1.87864 -0.97355 3.15322 -0.002
C 0.94463 -3.14853 1.19237 0.002
H 0.49034 -3.60958 0.30653 0.000
H 1.77638 -3.77963 1.54483 0.000
H 0.18865 -3.08289 1.98408 0.000
C 2.97369 -1.94266 -0.32018 0.003
H 3.59796 -1.07164 -0.55357 0.001
H 3.59182 -2.70419 0.17958 0.001
H 2.57257 -2.34101 -1.25997 0.001
C -3.27181 -0.47564 -0.28722 0.006
H -4.20032 -0.03154 -0.68139 0.000
H -3.06909 -1.41728 -0.81324 0.001
H -3.40526 -0.68524 0.78008 -0.002
C -2.69619 2.22186 0.10066 0.003
H -2.10719 3.11050 -0.15160 -0.001
H -3.69424 2.31302 -0.35094 0.000
H -2.79639 2.16683 1.18959 -0.003
C -2.23475 1.01428 -2.33785 0.010
H -1.99582 0.11465 -2.91746 0.001
H -3.29895 1.27052 -2.46364 0.000
H -1.61951 1.84395 -2.70304 0.000
C -0.03217 1.94473 1.51965 0.090
O -0.32990 2.75577 2.33218 0.127
H -0.54506 -0.67904 0.72092 -0.030
C 2.96924 2.27654 2.20671 0.049
C 3.19525 2.11866 0.76136 0.342
C 4.34982 2.55687 0.08717 0.075
C 4.24076 2.15216 -1.24562 0.095
C 3.02606 1.45667 -1.37890 0.360
C 2.61246 0.77656 -2.60557 0.029
N 2.36400 1.48802 -0.16489 -0.007
H 2.64738 3.30585 2.44599 0.038
H 3.92834 2.09403 2.73543 0.015
H 2.22115 1.60981 2.66001 -0.009
H 5.15038 3.10196 0.57248 0.003
H 4.92779 2.28558 -2.06923 0.001
H 2.36075 1.52155 -3.37923 0.030
H 3.41828 0.10539 -2.96030 0.020
H 1.72811 0.13983 -2.52099 -0.006


4.
20
Properties=species:S:1:pos:R:3:mulliken_charge:R:1 method="wB97M-V/def2-TZVPD" e_homo_ev=-8.366 smiles="C=C/C=C/C(=C)CC" max_force_ev_per_a=5.1 e_lumo_ev=0.497 total_energy_ev=-8486.643
C -0.95456 -0.73829 2.62311 -1.368
C 0.10337 0.23862 2.46126 -0.115
C 0.43671 0.76486 1.09330 0.447
C 0.92335 1.97654 0.95634 -1.098
C 0.25716 -0.02956 -1.42154 -0.036
C -0.22864 0.06459 -0.11880 -0.244
C 0.00411 -1.22971 -3.70313 -0.740
C -0.32970 -0.77886 -2.50457 -0.135
H -0.95578 -1.62481 1.86350 0.336
H -1.92422 -0.29506 2.71486 0.344
H -0.67531 -1.36116 3.56240 0.341
H -0.16574 1.06767 3.07083 0.295
H 1.09963 -0.28661 2.82727 0.190
H 1.07550 2.17698 -0.06340 0.336
H 1.04698 2.53006 1.86009 0.319
H 1.30266 0.25021 -1.81306 0.224
H -1.36650 0.02489 0.15253 0.303
H -0.53744 -1.84428 -4.36859 0.307
H 1.12517 -1.01501 -4.01931 0.142
H -1.29568 -1.23199 -2.10297 0.153


5.
17
Properties=species:S:1:pos:R:3:mulliken_charge:R:1 method="wB97M-V/def2-TZVPD" e_homo_ev=-8.831 max_force_ev_per_a=0.9 e_lumo_ev=0.624 total_energy_ev=-9438.989
C 2.49773 0.08505 -0.09847 -1.202
C 1.18124 -0.67267 0.00212 -0.518
C -0.02372 0.24448 -0.10771 0.332
O 0.00391 0.88688 -1.36731 -0.540
C -1.29870 -0.54584 0.05849 -0.737
C -3.22819 0.19975 1.08407 -0.323
O -2.38174 0.41037 0.11176 -0.175
H 3.34919 -0.59748 -0.02728 0.369
H 2.55797 0.61929 -1.05011 0.291
H 2.58598 0.81947 0.71026 0.307
H 1.11566 -1.43228 -0.78789 0.358
H 1.11492 -1.19769 0.96388 0.325
H 0.01255 0.99315 0.70452 0.192
H -0.81189 1.39847 -1.45539 0.363
H -1.32186 -1.10784 0.99589 0.521
H -1.47806 -1.20749 -0.79145 0.257
H -3.87500 1.10436 1.05463 0.182


6.
108
Properties=species:S:1:pos:R:3:mulliken_charge:R:1 method="wB97M-V/def2-TZVPD" e_homo_ev=-12.400 total_charge=+2 max_force_ev_per_a=0.3 e_lumo_ev=-4.779 total_energy_ev=-180006.973
Y 0.15122 -0.01996 -0.53397 0.872
N 0.90173 2.28365 -0.69611 -0.312
C 1.03290 2.72787 -2.10247 -0.444
C 2.05719 1.82304 -2.74571 -0.926
N 1.63076 0.40028 -2.65805 1.618
C 2.83929 -0.45460 -2.54740 -0.566
C 2.49786 -1.88421 -2.18101 -0.374
N 1.76900 -1.88896 -0.89366 -0.274
C 0.83669 0.03702 -3.86656 -1.985
C -0.38662 -0.79729 -3.55372 0.877
N -1.28481 -0.03208 -2.66290 -0.543
H 1.85718 2.34468 -0.28901 0.493
H 0.33124 2.93394 -0.16227 0.374
H 0.06238 2.65830 -2.60304 0.299
H 1.35586 3.76804 -2.17586 0.602
H 2.25610 2.10654 -3.78208 0.364
H 2.98970 1.93392 -2.19217 0.167
H 3.42460 -0.41931 -3.47294 0.494
H 3.46066 -0.02891 -1.75569 -0.304
H 1.86157 -2.35070 -2.93269 -0.117
H 3.40993 -2.48207 -2.13545 0.606
H 1.32148 -2.79806 -0.76336 0.061
H 2.42703 -1.77798 -0.12480 0.286
H 0.50619 0.95872 -4.35169 0.558
H 1.47363 -0.47911 -4.59069 0.300
H -0.88414 -1.10358 -4.47658 0.886
H -0.11943 -1.71760 -3.02693 -0.932
H -1.53063 0.84554 -3.11404 0.347
H -2.15738 -0.54936 -2.55660 0.071
C -0.97121 -6.31005 -2.22412 -1.183
As -0.43410 -4.45179 -2.48271 0.309
C 0.23377 -4.61372 -4.31683 -1.365
C -2.19439 -3.65495 -2.83202 0.096
C -2.84599 -3.91811 -4.03435 -0.400
C -4.09375 -3.37875 -4.31311 -0.938
C -4.71627 -2.57315 -3.37434 -0.884
C -4.08616 -2.31141 -2.16475 0.105
C -2.82595 -2.83918 -1.87917 -0.441
As -1.96078 -2.35070 -0.18840 1.576
C -3.49322 -1.73630 0.84778 -1.431
C -1.75683 -4.07736 0.69557 -1.293
H -1.63660 -6.61938 -3.02840 0.369
H -1.47846 -6.42205 -1.26914 0.329
H -0.07821 -6.93332 -2.22701 0.449
H -0.37305 -5.29378 -4.91164 0.500
H 1.24824 -5.00960 -4.27730 0.421
H 0.25495 -3.63895 -4.80571 0.329
H -2.38275 -4.55847 -4.77439 0.318
H -4.57943 -3.59939 -5.25431 0.437
H -5.69701 -2.16153 -3.57264 0.447
H -4.60570 -1.70303 -1.43500 0.371
H -3.92120 -0.81809 0.44873 0.163
H -3.13800 -1.55406 1.86134 0.373
H -4.25452 -2.51501 0.86885 0.647
H -2.54941 -4.74079 0.35306 0.391
H -1.85776 -3.90668 1.76406 0.524
H -0.78321 -4.51787 0.49763 0.358
C -0.37966 2.58945 4.71660 -0.885
C -1.82877 2.92931 4.40685 -0.742
N -2.73075 1.80492 4.62856 0.220
C -2.96024 1.38186 6.01861 -0.843
C -2.35891 0.01969 6.31795 -0.942
C -3.52867 1.26017 3.69087 0.122
O -4.42612 0.46897 3.93149 -0.639
C -3.27545 1.55092 2.23005 0.884
C -4.33474 1.92417 1.41953 -0.800
C -4.13315 2.00606 0.05029 -1.269
C -2.91070 1.62094 -0.46202 -0.438
N -1.88611 1.20778 0.30240 0.976
C -2.06779 1.22974 1.63192 -0.187
H 0.26842 3.43966 4.49794 0.400
H -0.04394 1.72936 4.13403 0.087
H -0.24895 2.33944 5.76945 0.371
H -1.93845 3.27159 3.37852 0.354
H -2.15970 3.75841 5.03801 0.453
H -4.03538 1.37144 6.19670 0.434
H -2.52557 2.14967 6.65882 0.424
H -2.81103 -0.74295 5.68496 0.254
H -2.54513 -0.25051 7.35716 0.410
H -1.28021 0.01914 6.15343 0.213
H -5.30080 2.13548 1.85974 0.557
H -4.91973 2.32911 -0.61685 0.503
H -2.74712 1.63467 -1.53037 0.247
H -1.22770 0.92673 2.23938 -0.299
C 3.30693 3.32256 1.47967 -0.216
C 4.54128 3.74221 2.32090 -0.908
N 5.74924 3.15656 1.74812 -0.111
C 5.95243 3.68379 0.40172 -0.979
C 4.69845 3.40567 -0.46932 -0.663
N 3.73418 2.57550 0.27945 -0.306
C 4.43068 1.35021 0.71902 0.379
C 5.59416 1.70792 1.67980 -0.954
H 2.73519 4.19639 1.15435 0.494
H 2.63096 2.67868 2.05060 -0.108
H 4.44691 3.40886 3.35479 0.417
H 4.65829 4.82607 2.33491 0.277
H 6.84035 3.21119 -0.01969 0.312
H 6.15367 4.75294 0.46910 0.337
H 4.96350 2.88296 -1.39226 0.375
H 4.19649 4.33453 -0.75085 0.524
H 4.80627 0.83984 -0.17275 0.419
H 3.69782 0.69883 1.19996 -0.548
H 6.53299 1.26978 1.33938 0.338
H 5.40496 1.33389 2.68687 0.338
I -0.06628 -1.51175 2.95164 0.024
C 1.05957 -0.09718 1.73384 -1.511
H 2.06873 -0.50993 1.82052 0.775
H 1.08540 0.80498 2.35194 0.355